# C5H12N2

A structure of composition C5H12N2 at a distorted geometry (ωB97M-V/def2-TZVPD, the OMol25 dataset).

Output
ΔE to the lowest compared entry with this formula, charge and spin	127.4	kcal per mole
HOMO-LUMO gap	8.36	eV
E_HOMO	-7.43	eV
maximum force	6.85	eV/A
DFT total energy	-307.02627	a.u.

Last column: Mulliken charge in e.
Positions of all 19 atoms, in Å:
C 0.539 -0.082 -0.710  -0.437
C -0.617 -0.082 1.502  -0.830
C 1.971 -1.035 1.064  -0.913
N 0.201 -0.653 0.454  -0.190
N 0.856 1.252 -0.764  -0.331
C -1.376 -0.337 -1.365  -0.260
C -2.272 0.637 -1.453  -0.626
H 1.098 -0.700 -1.407  0.614
H 0.498 1.825 -0.014  0.173
H 1.660 1.500 -1.318  0.213
H -1.537 -1.259 -1.925  0.286
H -0.808 0.991 1.398  0.285
H -0.117 -0.229 2.462  0.350
H -1.573 -0.607 1.524  0.257
H 2.705 -1.137 0.267  0.360
H 2.251 -0.250 1.764  0.308
H 1.773 -1.980 1.561  0.288
H -3.119 0.584 -2.141  0.284
H -2.136 1.562 -0.897  0.168

=====

# C48H87Cl24F7IN3O8PS

A cluster of 13 separate species, C48H87Cl24F7IN3O8PS in total at a distorted geometry (ωB97M-V/def2-TZVPD, the OMol25 dataset).

Output
ΔE to the lowest compared entry with this formula, charge and spin	149.5	kcal per mole
HOMO-LUMO gap	6.67	eV
E_HOMO	-10.46	eV
net charge	+1
maximum force	7.40	eV/A
DFT total energy	-15427.75201	a.u.

Last column: Mulliken charge in e.
Positions of all 180 atoms, in Å:
C 6.282 1.240 -1.950  -1.043
C 4.864 0.877 -2.610  -0.406
C 3.702 1.394 -1.607  -0.314
C 2.452 2.065 -2.352  -0.221
C 2.608 3.655 -2.167  -1.224
C 1.013 1.507 -1.846  2.556
C -0.065 2.591 -2.364  -2.745
C -1.580 2.092 -2.341  0.672
O -2.409 2.756 -3.344  -0.354
C -2.886 3.997 -2.875  0.565
C -4.342 4.449 -3.377  -0.622
O -2.268 4.779 -2.141  -0.456
C 0.900 1.551 -0.218  0.180
N 0.508 0.251 0.396  1.084
C 1.644 -0.618 0.765  0.217
C 1.237 -1.801 1.776  -0.365
O 0.772 -2.864 1.329  -0.540
I 1.457 -1.673 3.944  0.190
C -0.477 -0.417 -0.438  -2.244
N -1.704 -0.670 0.001  1.084
C -2.721 -1.395 -0.825  -0.318
O -3.783 -1.810 0.064  0.176
C -4.854 -2.417 -0.704  -0.958
O -6.164 -2.170 -0.196  -0.339
C -6.498 -0.766 -0.220  0.255
C -6.977 -0.257 -1.678  -0.339
O -7.561 1.062 -1.466  -0.538
P -2.095 -0.145 1.688  0.404
C -2.191 -1.609 2.867  -0.580
C -3.638 0.934 1.738  -0.910
N -0.089 -0.867 -1.764  0.977
C 0.851 0.055 -2.463  -2.284
S 0.407 -0.021 -4.267  1.405
O 0.740 1.195 -5.065  -0.723
O -1.063 -0.308 -4.512  -0.646
C 1.311 -1.448 -5.126  0.496
F 2.489 -1.823 -4.410  -0.282
F 1.794 -0.976 -6.364  -0.239
C 0.437 -2.774 -5.253  0.501
F 1.370 -3.841 -5.364  -0.301
F -0.290 -3.076 -4.073  -0.207
C -0.490 -2.875 -6.547  0.587
F -0.850 -1.670 -7.116  -0.177
F 0.218 -3.587 -7.530  -0.226
F -1.624 -3.652 -6.266  -0.229
H 6.530 0.435 -1.171  0.288
H 6.288 2.227 -1.392  0.247
H 7.124 1.170 -2.723  0.341
H 4.739 1.242 -3.675  0.387
H 4.798 -0.270 -2.599  0.161
H 4.167 2.188 -0.928  0.275
H 3.451 0.510 -0.939  -0.083
H 2.613 1.872 -3.472  0.680
H 2.021 4.026 -1.263  0.200
H 2.125 4.136 -3.087  0.288
H 3.691 4.003 -2.165  0.388
H -0.041 3.509 -1.681  0.966
H 0.196 3.016 -3.398  0.564
H -2.025 2.398 -1.324  0.111
H -1.735 0.975 -2.429  -0.383
H -5.094 3.669 -3.044  0.025
H -4.371 4.565 -4.516  0.104
H -4.602 5.469 -2.945  0.280
H 1.851 1.906 0.286  0.607
H 0.082 2.305 0.112  -1.844
H 2.220 -1.072 -0.111  0.093
H 2.376 0.040 1.355  0.626
H -2.250 -2.336 -1.265  0.199
H -3.204 -0.727 -1.618  0.342
H -4.692 -3.547 -0.655  0.320
H -4.814 -2.121 -1.810  0.474
H -7.343 -0.588 0.531  0.390
H -5.649 -0.077 0.085  -0.323
H -6.018 -0.092 -2.273  0.219
H -7.693 -0.985 -2.169  0.209
H -7.202 1.679 -2.137  0.333
H -1.609 -1.370 3.824  -0.072
H -1.608 -2.472 2.378  0.329
H -3.252 -1.952 3.069  0.156
H -3.532 1.811 2.447  0.432
H -4.511 0.255 2.054  0.281
H -3.943 1.330 0.703  0.201
H 0.394 -1.782 -1.699  0.464
H 1.884 -0.453 -2.385  0.950
Cl -3.209 6.097 -6.503  -0.178
C -2.774 4.576 -7.323  -0.333
C -3.556 4.372 -8.603  -0.423
Cl -5.283 4.065 -8.293  -0.186
H -2.932 3.755 -6.622  0.186
H -1.707 4.632 -7.546  0.341
H -3.171 3.502 -9.138  0.309
H -3.479 5.238 -9.263  0.321
Cl -4.825 -3.760 2.164  -0.077
C -5.651 -4.598 3.501  -0.617
C -6.959 -3.930 3.868  -0.448
Cl -6.710 -2.332 4.615  -0.181
H -4.968 -4.637 4.350  0.318
H -5.838 -5.620 3.167  0.341
H -7.494 -4.541 4.598  0.360
H -7.602 -3.801 2.997  0.292
Cl 0.540 -5.640 -12.196  -0.185
C 1.575 -5.287 -10.790  -0.211
C 2.322 -3.979 -10.944  -0.372
Cl 3.563 -4.057 -12.219  -0.185
H 2.259 -6.126 -10.655  0.356
H 0.919 -5.238 -9.919  0.054
H 2.840 -3.737 -10.013  0.228
H 1.646 -3.156 -11.179  0.328
Cl -0.569 4.099 0.505  0.098
C -0.775 5.160 1.926  0.032
C 0.531 5.406 2.642  0.909
Cl 1.147 3.935 3.443  -0.227
H -1.516 4.704 2.585  0.335
H -1.181 6.110 1.560  -0.444
H 0.393 6.158 3.422  -0.398
H 1.302 5.767 1.959  -0.168
Cl -1.792 8.007 1.441  -0.220
C -1.987 9.064 2.864  -0.384
C -0.675 9.305 3.581  -0.377
Cl -0.063 7.833 4.385  -0.198
H -2.727 8.611 3.525  0.266
H -2.389 10.011 2.500  0.377
H -0.812 10.055 4.361  0.223
H 0.096 9.664 2.898  0.343
Cl 3.569 -3.775 7.151  -0.178
C 3.944 -5.286 6.285  0.124
C 3.140 -5.430 5.010  -0.062
Cl 1.406 -5.689 5.331  -0.197
H 3.766 -6.119 6.966  -0.101
H 5.009 -5.260 6.049  0.268
H 3.491 -6.298 4.448  -0.002
H 3.239 -4.551 4.371  0.135
Cl -2.431 -1.875 6.469  -0.126
C -1.486 -2.272 7.926  -0.517
C -0.523 -1.166 8.303  -0.492
Cl 0.800 -0.997 7.122  -0.184
H -0.966 -3.213 7.746  0.280
H -2.203 -2.429 8.735  0.349
H -0.060 -1.390 9.266  0.315
H -1.028 -0.203 8.385  0.346
Cl 0.631 -8.592 -6.384  -0.182
C 0.403 -7.495 -5.000  -0.116
C 1.698 -7.227 -4.262  -0.305
Cl 2.296 -8.670 -3.407  -0.196
H -0.351 -7.931 -4.342  0.363
H 0.005 -6.560 -5.400  -0.035
H 1.540 -6.455 -3.506  0.177
H 2.482 -6.885 -4.939  0.299
Cl 5.745 -7.988 3.995  -0.150
C 6.115 -7.350 2.373  -0.542
C 6.856 -6.031 2.434  -0.468
Cl 5.830 -4.710 3.051  -0.144
H 5.178 -7.259 1.823  0.290
H 6.733 -8.098 1.873  0.393
H 7.177 -5.740 1.432  0.330
H 7.741 -6.096 3.068  0.324
Cl -2.364 10.078 6.479  -0.184
C -1.375 9.677 7.906  -0.436
C -0.421 10.794 8.270  -0.431
Cl 0.865 11.000 7.055  -0.168
H -0.844 8.747 7.698  0.265
H -2.068 9.497 8.730  0.361
H 0.071 10.566 9.217  0.300
H -0.941 11.747 8.378  0.308
Cl 4.786 4.922 0.776  -0.164
C 4.844 6.588 0.144  -0.526
C 4.631 7.621 1.231  -0.554
Cl 2.967 7.594 1.864  -0.071
H 4.096 6.677 -0.645  0.281
H 5.830 6.721 -0.305  0.430
H 4.802 8.622 0.830  0.325
H 5.314 7.470 2.068  0.327
Cl 3.840 -8.388 8.082  -0.198
C 3.226 -9.258 6.653  -0.036
C 1.723 -9.432 6.692  -0.336
Cl 1.209 -10.557 7.973  -0.195
H 3.741 -10.218 6.595  0.396
H 3.508 -8.667 5.778  -0.152
H 1.375 -9.850 5.745  0.332
H 1.213 -8.481 6.851  0.187

=====

# C4H10N2O2

A cluster of 2 separate species, C4H10N2O2 in total at a distorted geometry (ωB97M-V/def2-TZVPD, the OMol25 dataset).

Output
ΔE to the lowest compared entry with this formula, charge and spin	47.1	kcal per mole
HOMO-LUMO gap	10.39	eV
E_HOMO	-9.88	eV
maximum force	3.18	eV/A
SMILES string	CNC=O.CNC=O
DFT total energy	-418.38584	a.u.

Last column: Mulliken charge in e.
Positions of all 18 atoms, in Å:
C 0.726 -0.729 -2.121  -0.701
N 0.586 -1.835 -3.034  -0.166
C 1.686 -2.473 -3.386  0.076
O 2.696 -2.551 -2.751  -0.529
H -0.173 -0.282 -1.662  0.258
H 1.217 0.035 -2.747  0.277
H 1.420 -1.025 -1.317  0.249
H -0.301 -1.974 -3.524  0.243
H 1.612 -2.831 -4.441  0.291
C -1.331 1.273 1.756  -0.632
N -0.537 1.393 2.953  -0.143
C -1.027 1.913 4.055  0.081
O -2.202 2.027 4.230  -0.558
H -0.834 0.660 0.985  0.179
H -1.478 2.290 1.355  0.262
H -2.319 0.833 1.972  0.269
H 0.461 1.179 2.892  0.237
H -0.203 2.099 4.786  0.307

=====

Among the records above, which one has the highest DFT total energy?
C5H12N2